The following is a DFT calculation (the ωB97M-V functional and the def2-TZVPD basis) of a structure of composition C2H8ClFeO2 in a non-equilibrium geometry.

Last column: Löwdin charge in e.
Geometry (Å):
Fe1 -13.444 34.756 12.451  1.04
Cl1 -12.730 34.746 14.585  0.14
C1 -11.014 37.396 17.322  -0.16
O1 -12.145 37.461 16.474  -0.14
H1 -11.078 36.554 18.019  0.08
H2 -10.053 37.253 16.813  0.08
H3 -10.918 38.306 17.909  0.08
H4 -12.201 36.610 16.035  -0.05
C2 -14.312 32.383 17.498  -0.17
O2 -14.526 33.781 17.473  -0.13
H5 -14.954 31.867 16.773  0.07
H6 -13.288 32.103 17.229  0.07
H7 -14.561 31.989 18.479  0.08
H8 -14.156 34.153 16.671  -0.02

Summary:
* M: 155.4 g/mol
* strongest force on any atom: 0.0496 Eh/bohr
* net charge: +1
* spin multiplicity: 5
* HOMO (spin up / spin down): -12.78 / -12.78 eV
* HOMO-LUMO gap (spin up / spin down): 4.386 / 4.097 eV

The following is a DFT calculation (the ωB97M-V functional and the def2-TZVPD basis) of a cluster of 2 separate species, C2H8ClN8 in total in a non-equilibrium geometry.

Last column: Löwdin charge in e.
Geometry (Å):
C1 -1.349 1.206 2.287  -0.29
C2 1.664 -1.357 -0.848  -0.50
N1 -0.613 0.628 1.611  0.16
N2 0.841 -0.603 -1.539  0.07
N3 -0.110 0.110 -0.921  -0.02
N4 -2.167 1.803 3.085  0.17
N5 1.641 -1.522 0.487  0.19
N6 -0.930 0.764 -1.677  -0.08
N7 -1.903 1.426 -1.184  -0.42
N8 2.584 -2.023 -1.564  0.17
Cl1 -2.811 2.279 -2.333  0.63
H1 -0.283 0.249 0.129  0.05
H2 -1.974 2.730 3.432  0.13
H3 -2.994 1.325 3.407  0.13
H4 1.029 -0.988 1.083  0.07
H5 2.323 -2.109 0.936  0.12
H6 -0.738 0.702 -2.694  0.18
H7 2.563 -1.955 -2.567  0.12
H8 3.224 -2.665 -1.130  0.12

Summary:
* M: 179.6 g/mol
* strongest force on any atom: 0.0250 Eh/bohr
* net charge: +1
* spin multiplicity: 1
* HOMO (spin up / spin down): -11.54 / -11.56 eV
* HOMO-LUMO gap (spin up / spin down): 7.543 / 7.799 eV

The following is a DFT calculation (the ωB97M-V functional and the def2-TZVPD basis) of a structure of composition C2H8ClO2V in a non-equilibrium geometry.

Last column: Löwdin charge in e.
Geometry (Å):
V1 -0.421 1.154 -1.568  1.09
Cl1 -1.108 -0.231 0.207  0.11
C1 0.248 3.206 0.537  -0.04
O1 -0.493 3.109 -0.735  -0.23
H1 1.244 3.585 0.331  0.11
H2 -0.277 3.832 1.253  0.12
H3 0.306 2.210 0.976  0.06
H4 -0.944 3.955 -0.854  0.14
C2 0.281 -3.812 -0.141  0.00
O2 0.570 -2.488 -0.177  0.10
H5 0.908 -4.347 -0.853  0.14
H6 0.343 -4.195 0.902  0.17
H7 -0.793 -4.025 -0.431  0.20
H8 0.137 -1.953 0.554  0.04

Summary:
* M: 150.5 g/mol
* strongest force on any atom: 0.0266 Eh/bohr
* net charge: +2
* spin multiplicity: 5
* HOMO (spin up / spin down): -18.70 / -19.22 eV
* HOMO-LUMO gap (spin up / spin down): 9.210 / 6.629 eV

The following is a DFT calculation (the ωB97M-V functional and the def2-TZVPD basis) of a structure of composition C2H8CsO2 in a non-equilibrium geometry.

Last column: Löwdin charge in e.
Geometry (Å):
Cs1 4.963 19.579 4.351  1.24
C1 6.651 17.204 2.080  -0.08
O1 5.386 17.623 2.318  -0.13
H1 7.370 17.684 2.744  0.11
H2 6.736 16.122 2.180  0.15
H3 6.986 17.450 1.073  0.15
H4 4.784 17.138 1.749  0.14
C2 1.400 18.566 4.211  -0.03
O2 2.518 18.186 3.463  -0.09
H5 1.622 18.468 5.273  0.14
H6 1.222 19.610 3.952  0.13
H7 0.560 17.893 4.035  0.14
H8 2.683 17.240 3.485  0.13

Summary:
* M: 197.0 g/mol
* strongest force on any atom: 0.0455 Eh/bohr
* net charge: +2
* spin multiplicity: 2
* HOMO (spin up / spin down): -20.83 / -18.19 eV
* HOMO-LUMO gap (spin up / spin down): 13.515 / 3.591 eV

The following is a DFT calculation (the ωB97M-V functional and the def2-TZVPD basis) of a structure of composition C2H8F20KN7O38S16 in a non-equilibrium geometry.

Last column: Löwdin charge in e.
Geometry (Å):
K1 3.212 1.406 3.004  0.89
N1 1.233 0.158 1.616  -0.36
S1 0.911 -1.284 1.141  0.49
O1 2.002 -1.978 0.475  -0.28
O2 -0.462 -1.671 0.871  -0.24
F1 1.010 -1.960 2.586  -0.20
S2 0.763 0.762 0.118  0.53
O3 -0.645 0.985 -0.010  -0.19
O4 1.601 0.445 -0.989  -0.22
F2 1.214 2.220 0.580  -0.20
N2 -5.277 -1.063 -2.721  -0.29
S3 -6.313 -0.513 -1.686  0.47
O5 -6.137 0.831 -1.134  -0.31
O6 -6.970 -1.466 -0.819  -0.34
F3 -7.572 -0.246 -2.722  -0.29
S4 -3.911 -1.005 -1.733  0.53
O7 -3.933 -1.604 -0.421  -0.27
O8 -3.064 0.150 -1.818  -0.25
F4 -3.161 -2.108 -2.624  -0.20
N3 -5.465 2.310 1.612  -0.25
S5 -4.488 1.765 2.632  0.41
O9 -3.914 0.491 2.321  -0.26
O10 -4.645 2.188 4.035  -0.36
F5 -3.306 2.756 2.138  -0.21
S6 -6.783 1.337 2.077  0.55
O11 -7.634 1.865 3.140  -0.38
O12 -6.615 -0.090 2.006  -0.28
F6 -7.827 1.543 0.861  -0.24
N4 1.550 0.842 5.795  -0.30
S7 2.268 1.900 6.587  0.45
O13 3.470 2.425 5.976  -0.31
O14 2.198 1.747 8.034  -0.30
F7 1.151 3.012 6.248  -0.17
S8 2.689 -0.324 6.141  0.56
O15 2.638 -0.912 7.459  -0.28
O16 3.988 -0.204 5.510  -0.31
F8 2.036 -1.437 5.218  -0.15
N5 -0.095 1.627 -5.154  -0.26
S9 -1.180 1.411 -4.054  0.45
O17 -2.235 0.476 -4.394  -0.30
O18 -1.523 2.549 -3.214  -0.29
F9 -0.159 0.623 -3.093  -0.20
S10 -0.829 2.919 -5.949  0.53
O19 -0.248 4.208 -5.632  -0.32
O20 -2.211 2.868 -6.385  -0.34
F10 -0.095 2.602 -7.327  -0.26
N6 2.232 -2.496 -3.436  -0.25
S11 0.756 -2.812 -3.487  0.42
O21 0.378 -4.215 -3.343  -0.30
O22 -0.060 -1.945 -4.295  -0.28
F11 0.465 -2.192 -2.019  -0.19
S12 2.645 -3.254 -4.906  0.56
O23 1.844 -2.822 -6.033  -0.31
O24 3.113 -4.619 -4.809  -0.31
F12 3.964 -2.385 -5.128  -0.22
N7 2.525 -7.061 0.742  -0.25
S13 2.119 -8.425 0.246  0.42
O25 2.367 -8.666 -1.167  -0.33
O26 0.993 -9.080 0.926  -0.36
F13 3.342 -9.302 0.978  -0.31
S14 1.032 -6.366 0.236  0.54
O27 -0.115 -6.558 1.108  -0.29
O28 0.883 -6.246 -1.186  -0.25
F14 1.454 -4.917 0.681  -0.17
C1 3.955 3.215 -1.398  -0.62
F15 4.021 2.032 -1.995  0.13
F16 2.827 3.820 -1.798  0.13
F17 3.946 3.020 -0.074  0.09
S15 5.478 4.373 -1.899  0.44
O29 5.775 4.010 -3.268  -0.38
O30 4.975 5.728 -1.796  -0.36
O31 6.533 3.986 -0.955  -0.42
C2 0.059 5.300 -0.183  -0.65
F18 0.002 4.472 -1.208  0.16
F19 -1.034 5.202 0.564  0.13
F20 1.118 4.965 0.592  0.08
S16 0.334 7.124 -0.755  0.45
O32 1.405 7.126 -1.749  -0.36
O33 -0.955 7.471 -1.351  -0.40
O34 0.609 7.842 0.493  -0.41
O35 -2.170 -3.598 1.801  -0.08
H1 -1.976 -4.253 1.125  0.01
H2 -1.963 -2.747 1.375  0.00
O36 0.380 1.614 3.545  -0.09
H3 0.718 0.992 2.890  -0.08
H4 0.835 1.386 4.353  -0.07
O37 -0.587 -0.479 4.904  -0.06
H5 -0.572 -0.188 3.987  0.03
H6 0.241 -0.161 5.276  -0.06
O38 3.238 -4.076 -1.193  -0.10
H7 2.637 -3.603 -0.604  -0.02
H8 2.994 -3.773 -2.090  -0.02

Summary:
* M: 1670.2 g/mol
* strongest force on any atom: 0.1676 Eh/bohr
* net charge: -8
* spin multiplicity: 1
* HOMO: 6.21 eV
* HOMO-LUMO gap: 4.427 eV

The following is a DFT calculation (the ωB97M-V functional and the def2-TZVPD basis) of a structure of composition C2H8F2InNO6S2 in a non-equilibrium geometry.

Last column: Löwdin charge in e.
Geometry (Å):
In1 -14.279 -12.966 25.039  1.30
N1 -14.677 -13.473 22.229  -0.16
S1 -15.900 -13.580 21.316  0.55
O1 -16.486 -14.853 20.919  -0.05
O2 -16.242 -12.326 20.548  -0.01
F1 -16.940 -13.297 22.511  -0.18
S2 -13.576 -13.873 20.915  0.64
O3 -13.187 -12.807 20.007  -0.09
O4 -13.678 -15.173 20.300  -0.10
F2 -12.298 -13.889 21.880  -0.15
C1 -12.119 -9.895 27.073  -0.03
O5 -13.357 -10.558 26.521  -0.23
H1 -12.077 -10.093 28.144  0.10
H2 -11.267 -10.350 26.567  0.09
H3 -11.953 -8.829 26.917  0.10
H4 -14.119 -10.212 26.990  0.08
C2 -10.792 -15.131 24.216  -0.09
O6 -11.960 -14.811 24.923  -0.17
H5 -9.881 -15.029 24.806  0.11
H6 -10.797 -16.111 23.738  0.12
H7 -10.668 -14.399 23.417  0.08
H8 -11.929 -15.120 25.831  0.11

Summary:
* M: 359.0 g/mol
* strongest force on any atom: 0.2496 Eh/bohr
* net charge: +2
* spin multiplicity: 1
* HOMO: -17.79 eV
* HOMO-LUMO gap: 2.542 eV

The following is a DFT calculation (the ωB97M-V functional and the def2-TZVPD basis) of the ion C2H8IN2 with charge +1 in a non-equilibrium geometry.

Last column: Löwdin charge in e.
Geometry (Å):
C1 -1.581 0.656 -0.643  -0.05
N1 -0.597 -0.148 0.202  -0.04
C2 0.935 0.062 0.138  -0.73
N2 1.555 -0.826 1.047  0.03
I1 1.565 0.060 -2.031  0.79
H1 -1.257 1.040 -1.632  0.07
H2 -2.502 0.046 -0.805  0.12
H3 -1.694 1.557 -0.136  0.07
H4 -0.727 -1.329 -0.256  0.30
H5 -0.880 -0.017 1.140  0.13
H6 1.218 1.063 0.578  0.12
H7 1.695 -1.813 0.860  0.11
H8 2.270 -0.351 1.536  0.09

Summary:
* M: 187.0 g/mol
* strongest force on any atom: 0.1267 Eh/bohr
* net charge: +1
* spin multiplicity: 1
* HOMO: -13.76 eV
* HOMO-LUMO gap: 9.528 eV
* SMILES: C[NH2+][C@@H](N)I

The following is a DFT calculation (the ωB97M-V functional and the def2-TZVPD basis) of a structure of composition C2H8IN3OS in a non-equilibrium geometry.

Last column: Löwdin charge in e.
Geometry (Å):
C1 -1.556 0.567 -0.191  -0.24
C2 1.395 0.920 -0.525  -0.79
N1 0.008 -1.765 -0.580  -0.34
N2 -1.601 1.698 0.701  -0.03
N3 0.620 -2.955 -0.097  -0.07
O1 0.600 -0.361 1.554  -0.46
S1 0.220 -0.403 0.155  0.65
I1 3.300 0.475 0.227  0.85
H1 -1.593 0.794 -1.260  0.09
H2 -2.253 -0.168 0.191  0.08
H3 1.100 1.917 -0.210  0.00
H4 1.181 0.874 -1.582  0.02
H5 -1.174 2.452 0.284  0.02
H6 -2.532 2.067 1.062  0.12
H7 1.401 -3.204 -0.616  0.03
H8 0.886 -2.909 0.885  0.06

Summary:
* M: 249.1 g/mol
* strongest force on any atom: 0.0512 Eh/bohr
* spin multiplicity: 1
* HOMO: -8.10 eV
* HOMO-LUMO gap: 8.308 eV

spin multiplicity of number 7 (C2H8IN2)? 1